The following is a DFT calculation (wB97M-V/def2-TZVPD) of a cluster of 2 separate species, C12H14N3 in total.

Values from the calculation:
Relative energy (zero: lowest compared OMol25 entry of this formula, charge and spin) ... 268.8 kJ/mol
DFT total energy ... -17131.2238 eV
Total charge ... +1
Kohn-Sham gap (alpha / beta) ... 7.4 / 7.4 eV
M ... 200.3 Da

Geometry (Å):
1 C -4.52716 0.94983 -0.27450
2 C -3.37825 1.69733 0.06783
3 C -4.36664 -0.40052 -0.38672
4 C -2.11509 1.15731 0.14349
5 C -3.08222 -0.97342 -0.37485
6 C -0.13953 -2.01896 -0.26796
7 C -1.97088 -0.20832 -0.03550
8 C -0.65392 -0.78480 0.00729
9 C 1.52608 -0.90315 0.54662
10 C 3.46833 1.52415 -1.13116
11 C 3.01842 0.35815 -1.21193
12 C 2.87600 -0.64921 0.88576
13 N 0.40211 -0.09628 0.58705
14 N 1.19751 -2.08876 0.00240
15 N 3.43433 0.35551 1.72474
16 H -5.56826 1.32195 -0.10325
17 H -3.38972 2.83759 0.19603
18 H -5.16988 -0.98691 -0.47888
19 H -1.38018 1.85953 0.38211
20 H -3.10334 -2.08727 -0.41255
21 H -0.68048 -2.79365 -0.82086
22 H 3.70748 2.10124 -2.06233
23 H 3.66820 2.11530 -0.21494
24 H 2.93814 -0.39847 -2.00789
25 H 3.45225 -1.50749 0.64664
26 H 0.37648 0.70592 1.21434
27 H 2.01980 -2.57856 -0.42373
28 H 3.01976 1.29579 1.75195
29 H 4.42066 0.19612 2.05080

Atoms 1-3, force components in eV/Å:
-0.24 1.07 1.97
-0.74 2.49 -0.64
3.63 1.28 -0.29

=====

The following is a DFT calculation (wB97M-V/def2-TZVPD) of a structure of composition C12H14N5NaO4.

Values from the calculation:
DFT total energy ... -32726.8272 eV
Kohn-Sham gap ... 9.5 eV
M ... 315.3 Da

Geometry (Å):
1 Na -0.39054 0.11670 0.04055
2 O 1.01051 -0.03602 1.74585
3 C 1.73372 -0.72440 0.98886
4 O 1.40409 -1.13368 -0.15197
5 C 3.14657 -1.03903 1.45101
6 C 3.97241 -1.83366 0.66252
7 C 5.27883 -2.09003 1.04805
8 C 5.72381 -1.53170 2.23330
9 C 4.92698 -0.74706 3.04827
10 C 3.62438 -0.50581 2.64192
11 N 7.12232 -1.78213 2.64886
12 O 7.48914 -1.30601 3.70282
13 O 7.82169 -2.44056 1.90809
14 H 3.57744 -2.24610 -0.25563
15 H 5.93996 -2.70229 0.45442
16 H 5.32822 -0.34466 3.96507
17 H 2.95651 0.09871 3.23983
18 C 4.30415 2.04434 -3.94936
19 C 4.77549 1.80970 -2.52022
20 C 6.17132 1.19882 -2.49456
21 C 3.83482 0.89677 -1.74370
22 N 2.49004 1.44433 -1.59434
23 C 1.93298 2.10373 -0.57266
24 N 0.65816 2.27765 -0.82566
25 N 0.44667 1.68946 -2.02830
26 N 1.52844 1.18933 -2.48685
27 H 4.99818 2.70143 -4.47328
28 H 3.31225 2.49196 -3.99534
29 H 4.25997 1.09916 -4.49510
30 H 4.80394 2.76861 -1.99054
31 H 6.17324 0.21860 -2.97739
32 H 6.54426 1.06693 -1.47741
33 H 6.87924 1.82735 -3.03444
34 H 4.20797 0.71817 -0.73354
35 H 3.70087 -0.07664 -2.21604
36 H 2.45937 2.40869 0.31471

Atoms 1-3, force components in eV/Å:
-0.37 0.23 -0.14
-0.01 0.06 0.18
0.39 -0.09 0.10

=====

Which formula does entry 1 have?
C12H14N3

=====

What is the M in the second record?
315.3 Da

=====

Among the records above, which one has the highest DFT total energy?
C12H14N3

=====

What is the M in the second record?
315.3 Da